Formula: C4H9NO
Source: the Open Molecules 2025 dataset
Level of theory: ωB97M-V/def2-TZVPD

Cartesian coordinates (Å):
C 0.26 1.22 0.97
N 0.13 -0.20 0.68
C 1.40 -0.88 0.83
C -0.44 -0.45 -0.60
C -1.67 -0.13 -0.97
O -2.15 -0.24 -2.24
H 0.95 1.74 0.28
H 0.65 1.35 1.99
H -0.71 1.71 0.92
H 1.79 -0.74 1.84
H 1.26 -1.96 0.66
H 2.16 -0.52 0.11
H 0.22 -0.93 -1.33
H -2.42 0.28 -0.29
H -1.40 -0.47 -2.81

Calculated values
Spin multiplicity: 1
Kohn-Sham gap in eV: 8.8
Structure (SMILES): CN(C)/C=C/O
E_LUMO in eV: 0.97
Net charge: 0
Highest occupied orbital energy in Ha: -0.2867

Formula: C13H19ClOSiZn
Source: the Open Molecules 2025 dataset
Level of theory: ωB97M-V/def2-TZVPD

Cartesian coordinates (Å):
C 0.98 -2.12 0.04
C 1.02 -1.79 -1.35
C -0.33 -1.72 -1.83
H 1.92 -1.70 -1.96
C -1.20 -1.97 -0.73
C -0.40 -2.25 0.41
H -0.71 -2.65 1.38
H 1.82 -2.33 0.70
H -0.61 -1.51 -2.85
H -2.29 -1.99 -0.77
Zn 0.21 0.26 -0.04
Cl 1.20 1.54 -1.44
C 0.15 2.66 -4.16
C -1.08 2.04 -4.54
C -0.77 0.81 -5.21
H -2.08 2.44 -4.35
C 0.65 0.68 -5.24
C 1.22 1.82 -4.59
H 2.28 2.00 -4.44
H 0.25 3.59 -3.62
H -1.49 0.11 -5.63
H 1.21 -0.14 -5.69
C 1.08 -1.04 3.90
Si -0.19 0.23 3.35
C -1.71 -0.41 4.30
C 0.25 1.90 4.11
O -0.44 0.33 1.76
H 1.10 -1.13 5.00
H 2.09 -0.78 3.57
H 0.84 -2.04 3.51
H -1.47 -0.33 5.38
H -2.62 0.18 4.10
H -1.93 -1.46 4.07
H 1.25 2.25 3.79
H -0.48 2.68 3.83
H 0.27 1.84 5.21

Calculated values
Spin multiplicity: 1
Kohn-Sham gap in eV: 4.6
E_LUMO in eV: 4.82
Net charge: -2
Highest occupied orbital energy in Ha: 0.0075

Formula: C27H64N11O4P3S
Source: the Open Molecules 2025 dataset
Level of theory: ωB97M-V/def2-TZVPD

Cartesian coordinates (Å):
C -3.37 -0.31 0.73
C -2.92 -1.60 1.54
O -1.51 -1.81 1.62
C -1.05 -2.79 0.69
C -0.80 -2.03 -0.70
C -0.27 -0.68 -0.59
C -0.03 0.16 -1.83
C -0.35 -0.41 -3.13
C -0.86 -1.83 -3.21
N -1.21 -2.55 -4.35
S -1.69 -4.06 -3.86
N -1.58 -4.00 -2.17
C -1.11 -2.71 -2.00
H -2.55 0.43 0.54
H -3.86 -0.57 -0.26
H -4.16 0.24 1.33
H -3.50 -2.48 1.12
H -3.32 -1.47 2.59
H -1.81 -3.61 0.49
H -0.11 -3.32 1.04
H -0.05 -0.22 0.41
H 0.35 1.20 -1.66
H -0.21 0.20 -4.06
O 2.00 2.00 0.51
P 2.33 3.30 1.25
N 4.03 3.08 1.08
C 5.06 3.48 2.02
C 4.52 3.36 -0.28
N 1.78 2.65 2.77
C 2.60 1.71 3.51
C 0.42 2.11 2.69
N 2.66 4.87 2.05
C 2.41 5.16 3.45
C 2.07 5.96 1.24
H 5.27 4.56 1.99
H 5.99 2.96 1.80
H 4.82 3.22 3.05
H 4.57 4.44 -0.47
H 3.86 2.92 -1.03
H 5.51 2.92 -0.44
H 3.03 0.94 2.86
H 2.03 1.22 4.30
H 3.41 2.22 4.04
H 0.40 1.10 2.26
H -0.23 2.75 2.08
H -0.04 2.07 3.69
H 1.35 5.05 3.72
H 2.71 6.18 3.68
H 3.01 4.53 4.10
H 0.98 5.96 1.31
H 2.35 5.84 0.18
H 2.45 6.94 1.55
O -4.73 -6.74 2.82
P -3.27 -7.16 3.04
N -3.67 -8.70 3.70
C -2.94 -9.43 4.72
C -4.13 -9.66 2.70
N -3.04 -5.99 4.30
C -3.55 -6.24 5.64
C -3.44 -4.63 3.90
N -1.54 -7.58 3.14
C -0.58 -6.95 4.04
C -0.96 -7.59 1.78
H -2.03 -9.91 4.33
H -3.57 -10.21 5.15
H -2.64 -8.80 5.56
H -3.29 -10.06 2.11
H -4.83 -9.19 2.00
H -4.66 -10.50 3.16
H -4.57 -6.63 5.64
H -3.54 -5.33 6.25
H -2.90 -6.93 6.19
H -4.52 -4.49 3.98
H -3.14 -4.43 2.87
H -2.95 -3.88 4.53
H -0.48 -5.87 3.86
H 0.41 -7.40 3.91
H -0.84 -7.12 5.09
H -0.87 -6.58 1.38
H -1.60 -8.17 1.10
H 0.02 -8.07 1.77
O 2.90 5.28 -3.75
P 1.56 4.92 -4.39
N 2.27 3.88 -5.56
C 1.80 3.64 -6.91
C 2.71 2.60 -4.99
N 1.34 6.52 -5.04
C 2.07 6.94 -6.23
C 1.49 7.58 -4.03
N -0.06 4.47 -5.03
C -0.95 5.38 -5.75
C -0.84 3.82 -3.97
H 0.93 2.98 -6.95
H 2.60 3.18 -7.50
H 1.55 4.56 -7.44
H 1.86 1.93 -4.81
H 3.22 2.75 -4.04
H 3.42 2.09 -5.65
H 3.13 6.65 -6.19
H 2.02 8.02 -6.37
H 1.62 6.52 -7.13
H 2.54 7.81 -3.82
H 1.02 7.27 -3.08
H 0.99 8.49 -4.35
H -1.24 6.24 -5.16
H -1.86 4.85 -6.04
H -0.50 5.72 -6.69
H -1.16 4.54 -3.21
H -0.24 3.05 -3.48
H -1.72 3.32 -4.38

Calculated values
Spin multiplicity: 1
Kohn-Sham gap in eV: 6.8
E_LUMO in eV: -1.15
Net charge: 0
Highest occupied orbital energy in Ha: -0.2939

Formula: C12H41N3O7
Source: the Open Molecules 2025 dataset
Level of theory: ωB97M-V/def2-TZVPD

Cartesian coordinates (Å):
C -1.57 -2.64 -0.58
O -0.77 -2.68 -1.73
C -1.37 -3.24 -2.88
C -0.40 -3.17 -4.03
C 0.27 -1.81 -4.19
N -1.13 -3.51 -5.28
H -2.23 -1.77 -0.61
H -0.87 -2.63 0.26
H -2.18 -3.55 -0.44
H -1.62 -4.29 -2.67
H -2.32 -2.75 -3.11
H 0.40 -3.90 -3.85
H 1.26 -1.94 -4.62
H 0.33 -1.30 -3.23
H -0.34 -1.16 -4.83
H -0.49 -3.29 -6.04
H -1.22 -4.52 -5.32
C -0.44 6.50 3.58
O -1.30 5.57 2.98
C -0.60 4.45 2.48
C -1.59 3.43 1.97
C -2.55 3.01 3.07
N -0.79 2.24 1.52
H -1.06 7.22 4.13
H 0.12 7.07 2.83
H 0.25 6.06 4.30
H 0.09 4.77 1.69
H 0.02 4.00 3.27
H -2.12 3.85 1.11
H -3.15 3.86 3.39
H -1.97 2.61 3.90
H -3.24 2.24 2.72
H -1.43 1.45 1.51
H -0.60 2.41 0.53
C 1.43 -0.20 0.01
O 2.05 -1.20 -0.77
C 3.15 -0.72 -1.52
C 4.30 -0.22 -0.66
C 5.33 0.56 -1.49
N 4.88 -1.35 0.08
H 1.88 -0.19 1.01
H 0.37 -0.42 0.11
H 1.55 0.81 -0.40
H 3.52 -1.56 -2.11
H 2.78 0.09 -2.16
H 3.93 0.44 0.12
H 5.71 -0.05 -2.31
H 6.19 0.83 -0.87
H 4.88 1.45 -1.93
H 5.29 -2.04 -0.54
H 5.62 -1.04 0.69
O -4.18 0.65 0.24
H -3.50 0.43 0.89
H -3.76 1.26 -0.36
O 0.47 -2.45 2.52
H 1.30 -2.80 2.19
H 0.58 -2.37 3.47
O -4.09 -2.86 1.86
H -4.17 -2.89 2.82
H -4.61 -3.61 1.55
O -2.17 -0.67 1.86
H -1.31 -1.10 2.01
H -2.81 -1.40 1.87

Calculated values
Spin multiplicity: 1
Kohn-Sham gap in eV: 9.6
Structure (SMILES): COC[C@H](C)N.COC[C@H](C)N.COC[C@H](C)N.O.O.O.O
E_LUMO in eV: 0.35
Net charge: 0
Highest occupied orbital energy in Ha: -0.3397

Formula: C35H34Br2F4N2O4Si
Source: the Open Molecules 2025 dataset
Level of theory: ωB97M-V/def2-TZVPD

Cartesian coordinates (Å):
C 7.32 -2.08 -0.77
C 7.42 -0.69 -1.37
O 6.69 -0.37 -2.27
O 8.38 0.14 -0.89
C 7.89 1.13 0.04
C 7.15 2.28 -0.67
C 5.83 2.73 -0.01
C 4.86 1.60 0.40
Si 3.38 1.47 -0.74
N 2.33 2.83 -0.39
C 1.55 3.13 -1.28
O 0.67 3.25 -2.02
N 4.01 1.68 -2.37
C 3.41 1.10 -3.26
O 2.81 0.52 -4.07
C 2.61 -0.22 -0.46
Br 3.58 -1.66 -1.27
C 1.52 -0.50 0.26
C 0.71 0.55 0.98
Br 0.90 -2.30 0.48
H 7.09 -2.74 -1.60
H 6.53 -2.08 -0.03
H 8.29 -2.35 -0.35
H 8.79 1.55 0.49
H 7.32 0.68 0.85
H 7.81 3.15 -0.64
H 6.97 2.08 -1.72
H 6.05 3.40 0.81
H 5.32 3.34 -0.76
H 5.31 0.61 0.42
H 4.45 1.82 1.39
H 0.39 1.30 0.27
H -0.20 0.09 1.34
H 1.27 0.97 1.81
F -0.32 2.90 3.01
C -1.58 3.36 2.83
C -2.47 2.60 2.09
C -3.76 3.08 1.92
C -4.14 4.29 2.48
C -3.22 5.03 3.21
C -1.93 4.56 3.40
H -2.15 1.66 1.66
H -4.48 2.50 1.35
H -5.15 4.66 2.34
H -3.52 5.98 3.65
H -1.21 5.12 3.98
F -4.38 0.33 1.99
C -4.15 -0.63 1.07
C -3.06 -1.47 1.22
C -2.85 -2.46 0.27
C -3.71 -2.59 -0.81
C -4.79 -1.73 -0.94
C -5.02 -0.74 0.01
H -2.39 -1.35 2.07
H -2.01 -3.14 0.37
H -3.54 -3.36 -1.55
H -5.46 -1.82 -1.79
H -5.86 -0.07 -0.08
F 0.86 -3.63 -2.87
C 1.26 -3.74 -4.15
C 1.81 -2.64 -4.78
C 2.22 -2.76 -6.10
C 2.07 -3.96 -6.77
C 1.52 -5.06 -6.13
C 1.11 -4.95 -4.80
H 1.90 -1.71 -4.24
H 2.66 -1.90 -6.60
H 2.39 -4.05 -7.80
H 1.40 -5.99 -6.65
H 0.68 -5.79 -4.28
F -7.45 -0.34 1.46
C -7.77 -0.45 2.77
C -7.05 0.26 3.71
C -7.40 0.14 5.05
C -8.44 -0.70 5.42
C -9.15 -1.40 4.46
C -8.82 -1.28 3.12
H -6.24 0.90 3.40
H -6.85 0.69 5.80
H -8.71 -0.79 6.47
H -9.96 -2.05 4.75
H -9.36 -1.81 2.36

Calculated values
Spin multiplicity: 1
Kohn-Sham gap in eV: 9.5
Structure (SMILES): CC(=O)OCCCC[Si](N=C=O)(N=C=O)/C(Br)=C(\C)Br.Fc1ccccc1.Fc1ccccc1.Fc1ccccc1.Fc1ccccc1
E_LUMO in eV: 0.40
Net charge: 0
Highest occupied orbital energy in Ha: -0.3339

Formula: C18H32FN3O4S
Source: the Open Molecules 2025 dataset
Level of theory: ωB97M-V/def2-TZVPD

Cartesian coordinates (Å):
C -1.60 -0.07 0.12
C -2.23 -1.44 -0.18
C -2.83 -2.19 1.03
C -4.05 -1.42 1.57
C -1.80 -2.49 2.15
N -0.56 -3.12 1.65
C -0.32 -4.30 1.07
C -1.43 -5.20 0.55
O 0.84 -4.63 0.88
C -2.40 -3.17 3.40
O -2.48 -4.39 3.49
N -2.84 -2.36 4.37
C -3.45 -2.83 5.62
H -2.34 0.60 0.56
H -0.75 -0.18 0.79
H -1.26 0.37 -0.82
H -3.02 -1.30 -0.92
H -1.47 -2.07 -0.65
H -3.22 -3.14 0.66
H -4.62 -2.04 2.26
H -3.73 -0.51 2.08
H -4.71 -1.15 0.74
H -1.48 -1.51 2.51
H 0.30 -2.64 1.88
H -1.00 -6.17 0.31
H -2.20 -5.33 1.30
H -1.85 -4.76 -0.35
H -2.76 -1.37 4.24
H -3.97 -2.02 6.12
H -2.67 -3.22 6.28
H -4.15 -3.64 5.41
C 2.92 4.85 -3.82
C 2.03 4.71 -2.58
S 1.14 3.12 -2.41
O 0.31 3.11 -1.19
O 0.34 2.84 -3.61
N 2.34 1.89 -2.23
C 1.70 0.57 -2.07
C 2.74 -0.55 -2.21
C 4.01 -0.25 -1.44
C 4.31 1.01 -0.98
F 5.46 1.21 -0.31
C 3.38 2.19 -1.22
C 1.26 5.96 -2.14
C 2.44 5.45 -1.30
H 2.31 4.74 -4.73
H 3.42 5.82 -3.85
H 3.68 4.07 -3.83
H 1.23 0.51 -1.08
H 0.92 0.42 -2.82
H 2.99 -0.67 -3.26
H 2.30 -1.49 -1.85
H 4.71 -1.06 -1.25
H 3.98 3.04 -1.55
H 2.91 2.46 -0.27
H 0.26 5.83 -1.73
H 1.40 6.88 -2.72
H 2.21 5.00 -0.34
H 3.36 6.04 -1.32

Calculated values
Spin multiplicity: 1
Kohn-Sham gap in eV: 9.8
Structure (SMILES): CC[C@H](C)[C@H](NC(C)=O)C(=O)NC.CC1(S(=O)(=O)N2CCC=C(F)C2)CC1
E_LUMO in eV: 0.52
Net charge: 0
Highest occupied orbital energy in Ha: -0.3419

Formula: C17H24Cl6F2O12
Source: the Open Molecules 2025 dataset
Level of theory: ωB97M-V/def2-TZVPD

Cartesian coordinates (Å):
O 1.93 5.80 -3.86
C 1.08 6.09 -2.99
O 0.22 5.25 -2.44
C -0.64 5.87 -1.53
C 0.26 6.96 -1.12
F 1.18 6.57 -0.21
O 1.00 7.21 -2.31
H -1.49 6.24 -2.10
H -1.08 5.21 -0.79
H -0.30 7.72 -0.57
O -2.77 -1.48 -10.47
C -2.37 -1.31 -9.26
O -2.04 -0.19 -8.68
C -1.90 -0.42 -7.28
C -2.45 -1.83 -7.07
F -3.77 -1.81 -6.78
O -2.30 -2.31 -8.37
H -0.85 -0.58 -7.07
H -2.41 0.39 -6.75
H -1.94 -2.25 -6.21
C -5.86 1.26 2.23
C -6.97 2.19 1.82
C -6.68 3.66 2.27
O -6.83 4.46 1.17
C -6.69 3.67 0.11
O -6.37 4.14 -1.03
O -6.85 2.38 0.41
H -5.86 1.25 3.32
H -4.94 1.47 1.68
H -6.11 0.33 1.72
H -7.98 1.88 2.07
H -5.75 3.64 2.83
H -7.57 3.89 2.86
C 1.36 -4.80 4.53
C 1.36 -5.83 5.71
C 1.95 -7.22 5.48
O 3.03 -7.37 6.36
C 3.14 -6.34 7.16
O 4.05 -6.19 7.99
O 2.10 -5.46 6.88
H 2.31 -4.26 4.53
H 0.58 -4.03 4.52
H 1.37 -5.31 3.56
H 0.31 -5.89 5.99
H 2.35 -7.28 4.47
H 1.25 -8.03 5.69
Cl 0.86 0.67 0.55
C 1.52 -0.49 -0.61
Cl 0.28 -1.76 -0.91
H 1.72 -0.08 -1.60
H 2.43 -0.95 -0.24
Cl 8.31 -6.58 2.93
C 8.18 -5.95 1.21
Cl 6.53 -5.38 0.90
H 8.96 -5.20 1.25
H 8.35 -6.75 0.49
Cl 6.96 5.69 0.98
C 6.57 5.11 -0.59
Cl 6.05 3.36 -0.62
H 5.76 5.71 -1.00
H 7.46 5.28 -1.20

Calculated values
Spin multiplicity: 1
Kohn-Sham gap in eV: 10.9
Structure (SMILES): O=C1OC[C@@H](F)O1.O=C1OC[C@@H](F)O1.C[C@H]1COC(=O)O1.C[C@H]1COC(=O)O1.ClCCl.ClCCl.ClCCl
E_LUMO in eV: -0.07
Net charge: 0
Highest occupied orbital energy in Ha: -0.4016

Formula: C4H14N2O
Source: the Open Molecules 2025 dataset
Level of theory: ωB97M-V/def2-TZVPD

Cartesian coordinates (Å):
N -0.10 1.95 -1.32
C -0.08 1.12 -0.07
C 1.27 0.35 0.19
C 1.56 -0.81 -0.78
C 0.34 -1.77 -0.95
N -0.04 -2.24 0.36
H -0.87 2.58 -1.11
H -0.37 1.35 -2.10
H -0.94 0.44 -0.03
H -0.22 1.87 0.73
H 2.03 1.12 0.10
H 1.20 0.14 1.28
H 2.41 -1.29 -0.17
H 2.07 -0.40 -1.63
H -0.37 -1.18 -1.55
H 0.58 -2.65 -1.54
H 0.76 -2.38 0.95
H -0.98 -2.26 0.70
O -2.57 1.01 2.50
H -3.29 1.58 2.79
H -2.40 1.47 1.66

Calculated values
Spin multiplicity: 1
Kohn-Sham gap in eV: 9.2
Structure (SMILES): NCCCCN.O
E_LUMO in eV: 0.64
Net charge: 0
Highest occupied orbital energy in Ha: -0.3155

Which value of net charge does entry 7 give?
0